1.
The following is a DFT calculation (wB97M-V/def2-TZVPD) of a cluster of 8 separate species, C4H25NO7 in total at a distorted geometry.

Values from the calculation:
ΔE to the lowest compared entry with this formula, charge and spin	65.2	kcal/mol
SMILES	CC(C)CN.O.O.O.O.O.O.O
E	-748.75117	Ha
orbital gap	9.55	eV
lowest unoccupied orbital energy	0.298	eV

Last column: natural (NBO) charge in e.
Element x y z (Å)
C1 1.4518 0.9775 0.9112  -0.63
C2 1.8275 0.4793 -0.5218  -0.23
C3 3.3494 0.1253 -0.5095  -0.60
C4 0.9138 -0.5642 -1.1256  -0.21
N1 -0.4161 -0.0536 -1.5077  -0.85
H1 2.2668 0.4700 1.5506  0.22
H2 0.4880 0.5585 1.1727  0.20
H3 1.6009 2.0179 1.1655  0.21
H4 1.7156 1.4142 -1.1242  0.20
H5 3.7000 1.1515 -0.5461  0.21
H6 3.6821 -0.3795 0.3940  0.19
H7 3.7353 -0.5123 -1.3567  0.22
H8 0.7306 -1.5341 -0.5588  0.20
H9 1.3318 -0.7733 -2.1088  0.16
H10 -0.6931 0.4655 -0.6905  0.34
H11 -1.0858 -0.7568 -1.7510  0.36
O1 2.2708 0.4670 -3.5174  -0.93
H12 1.5404 -0.1669 -3.4129  0.46
H13 1.8109 1.2691 -3.8155  0.47
O2 -2.2869 -1.8500 2.8163  -0.96
H14 -2.8897 -1.1001 2.8860  0.48
H15 -1.4629 -1.3742 3.1307  0.47
O3 -3.0449 0.4117 1.3735  -0.99
H16 -2.9148 -0.0680 0.5370  0.50
H17 -3.7185 1.0950 1.3274  0.49
O4 2.3252 -3.4896 -0.1631  -0.97
H18 1.9144 -4.3509 -0.1431  0.49
H19 3.2475 -3.3857 0.0779  0.49
O5 -1.1700 3.2966 -0.9765  -0.93
H20 -0.8536 4.0320 -1.5128  0.47
H21 -0.3715 2.9704 -0.5218  0.46
O6 -0.4335 2.7159 2.7455  -0.93
H22 0.0558 3.4228 2.3179  0.46
H23 -0.7087 2.1536 2.0103  0.47
O7 -3.7042 -2.4781 0.0087  -0.98
H24 -2.8714 -2.8058 -0.3250  0.48
H25 -3.7508 -2.2363 0.9344  0.50

2.
The following is a DFT calculation (wB97M-V/def2-TZVPD) of the molecule C22H27N3O2S.

Values from the calculation:
ΔE to the lowest compared entry with this formula, charge and spin	38.5	kcal/mol
SMILES	CCN1CCN(C(=S)c2ccc(OCC(=O)NCc3ccccc3)cc2)CC1
E	-1567.47196	Ha
orbital gap	8.20	eV
lowest unoccupied orbital energy	0.419	eV

Last column: natural (NBO) charge in e.
Element x y z (Å)
C1 -5.5336 -0.3155 1.8401  -0.63
C2 -5.2465 -1.3048 0.7032  -0.20
N1 -4.1487 -1.0239 -0.1898  -0.46
C3 -2.8048 -1.1365 0.3104  -0.21
C4 -2.1954 0.1853 0.8355  -0.24
N2 -2.3239 1.2039 -0.1802  -0.41
C5 -1.2938 1.7025 -0.8827  0.15
S1 -1.4997 2.4607 -2.3412  -0.19
C6 0.0571 1.6892 -0.3073  -0.19
C7 1.1604 1.4515 -1.1202  -0.06
C8 2.4486 1.5557 -0.6333  -0.33
C9 2.6582 1.9231 0.6913  0.31
O1 3.8828 2.0588 1.2873  -0.50
C10 5.0387 1.9356 0.4882  -0.17
C11 5.2630 0.5176 -0.0535  0.65
O2 5.8833 0.3063 -1.0723  -0.62
N3 4.7369 -0.4402 0.7350  -0.61
C12 4.5520 -1.8025 0.2689  -0.25
C13 3.1895 -1.9227 -0.3659  -0.02
C14 3.0320 -1.7010 -1.7276  -0.22
C15 1.7716 -1.7196 -2.2972  -0.19
C16 0.6574 -1.9556 -1.5104  -0.24
C17 0.8069 -2.1748 -0.1519  -0.15
C18 2.0671 -2.1532 0.4182  -0.24
C19 1.5589 2.1750 1.5127  -0.26
C20 0.2779 2.0598 1.0214  -0.17
C21 -3.6948 1.3906 -0.6003  -0.25
C22 -4.2777 0.0687 -1.1244  -0.22
H1 -6.3816 -0.6759 2.4176  0.21
H2 -5.7847 0.6683 1.4518  0.20
H3 -4.6823 -0.2280 2.5109  0.20
H4 -5.0536 -2.2904 1.1392  0.19
H5 -6.1427 -1.3910 0.0814  0.19
H6 -2.7749 -1.8887 1.1005  0.20
H7 -2.1739 -1.4762 -0.5204  0.19
H8 -1.1441 0.0205 1.0719  0.23
H9 -2.7211 0.5164 1.7375  0.19
H10 1.0007 1.1889 -2.1543  0.23
H11 3.2750 1.3563 -1.2964  0.23
H12 5.0260 2.6355 -0.3552  0.21
H13 5.8733 2.1986 1.1450  0.22
H14 4.1648 -0.1427 1.5126  0.41
H15 4.6581 -2.4815 1.1184  0.21
H16 5.3394 -1.9978 -0.4617  0.24
H17 3.9024 -1.5079 -2.3369  0.23
H18 1.6573 -1.5478 -3.3571  0.22
H19 -0.3248 -1.9711 -1.9598  0.22
H20 -0.0574 -2.3687 0.4666  0.20
H21 2.1807 -2.3241 1.4801  0.21
H22 1.7372 2.4784 2.5326  0.22
H23 -0.5588 2.3005 1.6606  0.22
H24 -3.7183 2.1470 -1.3858  0.26
H25 -4.2639 1.7462 0.2642  0.19
H26 -5.3280 0.2034 -1.3830  0.21
H27 -3.7284 -0.2020 -2.0344  0.20

3.
The following is a DFT calculation (wB97M-V/def2-TZVPD) of the molecule C5H7NO2 at a distorted geometry.

Values from the calculation:
ΔE to the lowest compared entry with this formula, charge and spin	30.1	kcal/mol
SMILES	Nc1occc1CO
E	-399.91760	Ha
orbital gap	8.81	eV
lowest unoccupied orbital energy	0.651	eV

Last column: natural (NBO) charge in e.
Element x y z (Å)
N1 1.2989 1.8930 0.0443  -0.82
C1 0.9923 0.5341 -0.0816  0.45
O1 1.9995 -0.3435 0.1350  -0.42
C2 1.5536 -1.6057 0.0430  0.06
C3 0.2281 -1.5077 -0.1538  -0.29
C4 -0.1576 -0.1499 -0.2955  -0.22
C5 -1.5380 0.3683 -0.3813  -0.08
O2 -2.4628 -0.3607 0.4154  -0.70
H1 0.4627 2.4302 -0.2698  0.38
H2 1.4909 2.0062 1.0803  0.38
H3 2.3070 -2.4038 0.1208  0.22
H4 -0.4711 -2.3268 -0.2797  0.23
H5 -1.5980 1.4620 -0.2819  0.16
H6 -1.8863 0.2183 -1.4270  0.19
H7 -2.2192 -0.2141 1.3317  0.46